1.
This record from the OMol25 dataset describes C26H44AsF6O20 as an isolated structure at a distorted geometry. The level of theory is ωB97M-V with the def2-TZVPD basis set.

- charge = -1
- Kohn-Sham gap (eV) = 10.6
- energy relative to the best compared isomer or geometry (same formula, charge and spin) (kJ/mol) = 0.0
- E (Ha) = -5357.25547

CARTESIAN COORDINATES (ANGSTROEM)
As1 5.31 5.38 -1.19
F1 4.35 4.26 -0.27
F2 6.70 4.41 -0.85
F3 6.32 6.42 -2.15
F4 3.88 6.33 -1.46
F5 5.58 6.28 0.27
F6 4.94 4.52 -2.64
C1 6.85 5.58 3.16
O1 6.63 6.96 2.93
H1 7.57 5.40 3.95
H2 5.92 5.13 3.54
H3 7.11 5.05 2.24
H4 5.93 7.00 2.27
C2 9.16 6.10 0.44
O2 9.03 6.48 -0.91
H5 10.17 6.33 0.80
H6 8.52 6.72 1.09
H7 9.02 5.04 0.66
H8 8.12 6.29 -1.16
C3 1.38 4.51 -2.59
C4 1.65 3.12 -2.09
C5 1.23 2.86 -0.65
O3 0.67 1.55 -0.69
C6 0.38 1.22 -1.97
O4 -0.19 0.24 -2.32
O5 0.84 2.18 -2.81
H9 1.74 4.59 -3.62
H10 1.95 5.28 -2.06
H11 0.32 4.78 -2.53
H12 2.71 2.91 -2.21
H13 0.47 3.57 -0.31
H14 2.03 2.89 0.08
C7 1.99 5.07 2.18
C8 2.39 6.40 2.76
C9 2.40 7.56 1.76
O6 1.76 8.63 2.47
C10 1.24 8.17 3.63
O7 0.62 8.83 4.40
O8 1.53 6.86 3.81
H15 0.94 5.07 1.86
H16 2.02 4.30 2.95
H17 2.62 4.81 1.33
H18 3.38 6.28 3.22
H19 1.80 7.35 0.88
H20 3.40 7.84 1.45
C11 5.58 5.02 -6.98
C12 6.62 5.99 -6.45
C13 7.55 5.41 -5.38
O9 8.85 5.80 -5.82
C14 8.79 6.33 -7.06
O10 9.73 6.72 -7.68
O11 7.51 6.34 -7.51
H21 6.06 4.10 -7.34
H22 5.08 5.43 -7.86
H23 4.85 4.70 -6.24
H24 6.10 6.89 -6.12
H25 7.49 4.32 -5.35
H26 7.37 5.78 -4.38
C15 6.94 1.57 -2.33
C16 8.07 2.49 -2.74
C17 9.11 2.84 -1.66
O12 10.35 2.72 -2.32
C18 10.19 2.04 -3.48
O13 11.09 1.67 -4.18
O14 8.88 1.85 -3.74
H27 7.36 0.70 -1.82
H28 6.49 1.18 -3.24
H29 6.23 2.11 -1.71
H30 7.67 3.42 -3.16
H31 9.03 2.16 -0.80
H32 8.94 3.85 -1.32
C19 4.41 8.13 -4.03
C20 2.92 8.01 -4.06
C21 2.16 9.31 -3.77
O15 1.04 9.23 -4.63
C22 1.36 8.44 -5.69
O16 0.73 8.35 -6.69
O17 2.52 7.79 -5.45
H33 4.76 8.38 -3.03
H34 4.68 8.91 -4.73
H35 4.91 7.19 -4.28
H36 2.45 7.21 -3.49
H37 2.72 10.24 -3.91
H38 1.80 9.32 -2.74
C23 9.44 9.94 -1.25
C24 8.98 9.29 -2.53
C25 7.47 9.38 -2.79
O18 7.42 9.59 -4.22
C26 8.63 10.01 -4.65
O19 8.87 10.33 -5.77
O20 9.49 10.08 -3.62
H39 8.95 10.90 -1.08
H40 10.50 10.20 -1.33
H41 9.33 9.32 -0.36
H42 9.32 8.26 -2.57
H43 7.08 10.29 -2.33
H44 6.98 8.46 -2.51

***

2.
This record from the OMol25 dataset describes C26H44BrN3OOsP2 as an isolated structure at a distorted geometry. The level of theory is ωB97M-V with the def2-TZVPD basis set.

- charge = +4
- Kohn-Sham gap (spin up / spin down) (eV) = 6.8 / 4.8
- 2S+1 = 5
- energy relative to the best compared isomer or geometry (same formula, charge and spin) (kJ/mol) = 0.0
- E (Ha) = -4602.35384
- <S²> = 6.07

CARTESIAN COORDINATES (ANGSTROEM)
N1 9.45 3.45 3.62
C1 8.42 3.52 4.47
C2 7.13 3.10 4.13
C3 6.87 2.58 2.83
C4 7.98 2.52 1.95
C5 9.24 2.96 2.40
C6 5.51 2.16 2.44
Os1 0.68 -0.63 -0.34
P1 -1.14 -5.33 -1.42
C7 5.14 1.46 1.33
C8 3.76 1.06 1.12
C9 3.56 -0.13 0.41
C10 2.34 -0.84 0.65
C11 1.30 -0.09 1.36
C12 1.54 1.04 2.12
C13 2.73 1.73 1.86
Br1 -0.34 -2.05 1.65
H1 4.77 2.45 3.20
H2 5.92 1.04 0.68
H3 6.36 3.20 4.90
H4 7.89 2.16 0.93
H5 8.65 3.93 5.46
H6 10.12 2.93 1.75
H7 4.38 -0.56 -0.18
H8 3.01 2.67 2.34
H9 2.27 -1.95 0.73
H10 0.79 1.41 2.83
P2 0.85 0.61 -2.22
C14 -0.90 -5.16 0.37
C15 -0.71 -6.53 1.03
H11 -1.79 -4.66 0.77
H12 -0.03 -4.51 0.53
H13 -0.75 -6.41 2.12
H14 -1.51 -7.21 0.73
H15 0.26 -6.96 0.77
C16 0.48 -5.29 -2.24
C17 0.41 -6.10 -3.54
H16 1.21 -5.75 -1.54
H17 0.77 -4.24 -2.39
H18 1.41 -6.22 -3.98
H19 0.01 -7.11 -3.35
H20 -0.23 -5.61 -4.29
C18 -2.28 -4.09 -2.10
C19 -3.73 -4.52 -1.84
H21 -2.07 -4.06 -3.18
H22 -2.03 -3.10 -1.68
H23 -4.43 -3.80 -2.27
H24 -3.93 -5.49 -2.32
H25 -3.94 -4.62 -0.77
C20 -0.73 1.08 -3.01
C21 -0.72 2.21 -4.04
H26 -1.39 1.34 -2.16
H27 -1.14 0.16 -3.45
H28 -0.65 3.20 -3.57
H29 0.09 2.11 -4.77
H30 -1.67 2.19 -4.59
C22 1.39 -0.93 -3.09
C23 2.84 -0.92 -3.54
H31 0.68 -1.13 -3.90
H32 1.22 -1.69 -2.28
H33 3.03 -0.14 -4.29
H34 3.52 -0.75 -2.69
H35 3.10 -1.89 -3.97
C24 2.03 2.02 -2.30
C25 1.48 3.22 -1.52
H36 2.29 2.27 -3.34
H37 2.96 1.67 -1.83
H38 2.28 3.66 -0.90
H39 1.09 4.01 -2.19
H40 0.68 2.93 -0.83
N2 -2.37 2.37 0.23
C26 -1.78 1.25 0.67
N3 -2.21 0.69 1.81
O1 -0.81 0.84 -0.03
H41 -3.25 2.67 0.63
H42 -2.05 2.73 -0.66
H43 -1.94 -0.27 2.03
H44 -3.10 1.03 2.16

***

3.
This record from the OMol25 dataset describes C26H44F10MgNO22S2 as an isolated structure at a distorted geometry. The level of theory is ωB97M-V with the def2-TZVPD basis set.

- charge = +1
- Kohn-Sham gap (eV) = 1.1
- E (Ha) = -4721.49941

CARTESIAN COORDINATES (ANGSTROEM)
Mg1 4.90 -1.60 -0.37
C1 -0.94 -1.30 0.76
F1 -2.06 -1.19 1.37
F2 -0.32 -2.42 1.03
F3 -1.17 -1.37 -0.53
S1 0.25 0.16 1.31
O1 -0.52 1.36 1.57
O2 0.96 -0.41 2.45
N1 1.42 0.29 -0.08
S2 0.70 1.32 -1.09
O3 1.34 1.21 -2.39
O4 -0.77 1.31 -1.14
C2 1.20 3.16 -0.38
F4 0.11 3.74 -0.02
F5 2.09 3.02 0.55
F6 1.70 3.96 -1.37
C3 7.44 8.45 -7.30
C4 8.83 8.41 -6.68
O5 8.86 7.17 -6.02
C5 7.59 6.73 -5.81
O6 7.31 5.81 -5.04
O7 6.73 7.50 -6.53
F7 9.00 9.45 -5.76
H1 7.38 8.32 -8.38
H2 7.04 9.37 -6.87
H3 9.58 8.59 -7.45
C6 -6.63 3.76 1.97
C7 -6.50 2.45 2.77
O8 -6.24 1.61 1.68
C8 -6.79 2.09 0.56
O9 -6.96 1.42 -0.43
O10 -7.15 3.36 0.76
F8 -7.61 1.96 3.33
H4 -5.71 4.33 1.85
H5 -7.41 4.33 2.47
H6 -5.69 2.51 3.49
C9 3.02 2.49 8.14
C10 1.80 3.35 8.12
O11 2.39 4.62 8.31
C11 3.47 4.59 7.51
O12 4.05 5.56 7.11
O13 3.77 3.30 7.34
F9 1.04 3.14 9.18
H7 2.94 1.44 7.86
H8 3.57 2.47 9.08
H9 1.32 3.14 7.16
C12 -1.35 -2.69 11.51
C13 -0.36 -3.63 10.75
O14 -0.88 -3.56 9.43
C14 -1.91 -2.66 9.31
O15 -2.36 -2.39 8.23
O16 -2.09 -2.14 10.47
F10 -0.43 -4.85 11.29
H10 -0.71 -2.00 12.06
H11 -2.08 -3.18 12.17
H12 0.64 -3.21 10.90
C15 -7.22 -5.55 -3.86
C16 -7.71 -5.34 -2.44
C17 -7.97 -6.80 -1.96
O17 -7.29 -7.69 -2.91
C18 -7.50 -7.03 -4.11
H13 -6.16 -5.29 -3.89
H14 -7.76 -4.95 -4.60
H15 -8.60 -4.77 -2.20
H16 -6.93 -4.99 -1.76
H17 -9.01 -7.09 -1.86
H18 -7.76 -6.99 -0.91
H19 -8.53 -7.29 -4.38
H20 -6.79 -7.41 -4.85
C19 -4.44 3.86 -7.50
C20 -3.72 5.20 -7.64
C21 -2.31 4.82 -7.88
O18 -2.50 3.77 -8.81
C22 -3.57 2.94 -8.54
H21 -5.43 3.89 -7.94
H22 -4.31 3.56 -6.46
H23 -3.86 5.73 -6.70
H24 -4.06 5.90 -8.41
H25 -1.74 4.60 -6.98
H26 -1.81 5.70 -8.30
H27 -3.28 1.99 -8.11
H28 -4.20 2.70 -9.40
C23 7.93 0.62 2.72
O19 7.25 0.88 1.43
H29 8.72 0.01 2.30
H30 8.40 1.55 3.05
H31 7.43 0.08 3.53
H32 7.58 1.73 1.15
C24 2.09 -10.25 -0.15
O20 2.44 -9.24 0.81
H33 1.80 -9.83 -1.11
H34 2.89 -10.99 -0.23
H35 1.28 -10.89 0.19
H36 1.68 -8.66 0.93
C25 6.16 0.77 -8.44
O21 5.32 -0.28 -8.40
H37 5.48 1.56 -8.11
H38 7.07 0.79 -7.84
H39 6.24 1.05 -9.48
H40 4.62 -0.14 -9.04
C26 1.99 -7.81 6.57
O22 2.84 -6.86 5.94
H41 0.99 -7.38 6.64
H42 1.78 -8.60 5.85
H43 2.27 -8.14 7.57
H44 2.41 -6.05 6.24

***

4.
This record from the OMol25 dataset describes C26H44F6N3O7S4SiTaTe as an isolated structure at a distorted geometry. The level of theory is ωB97M-V with the def2-TZVPD basis set.

- charge = +2
- Kohn-Sham gap (eV) = 6.3
- energy relative to the best compared isomer or geometry (same formula, charge and spin) (kJ/mol) = 220.3
- E (Ha) = -4514.20783

CARTESIAN COORDINATES (ANGSTROEM)
Ta1 -0.24 0.32 0.59
F1 -1.47 2.37 3.47
C1 -1.03 1.48 4.35
F2 0.02 1.93 4.99
F3 -1.99 1.15 5.18
S1 -0.51 -0.06 3.44
O1 0.59 0.41 2.55
O2 -0.25 -1.09 4.37
N1 -1.74 -0.25 2.38
S2 -1.74 -1.67 1.55
O3 -0.41 -2.18 1.66
O4 -2.11 -1.28 0.20
C2 -2.99 -2.85 2.29
F4 -2.69 -4.05 1.85
F5 -4.19 -2.48 1.91
F6 -2.85 -2.76 3.59
C3 5.59 0.47 0.42
C4 4.32 0.95 1.10
C5 4.13 2.44 0.90
C6 4.32 0.59 2.58
O5 3.15 0.31 0.49
Si1 2.88 -1.22 0.04
S3 0.88 -1.04 -0.95
O6 2.59 -2.13 1.31
C7 3.05 -3.40 1.87
C8 4.55 -3.55 1.63
C9 2.27 -4.51 1.19
C10 2.74 -3.33 3.35
O7 3.85 -1.90 -1.02
C11 4.13 -1.94 -2.45
C12 3.79 -0.59 -3.08
C13 5.61 -2.25 -2.58
C14 3.28 -3.05 -3.04
H1 6.45 0.96 0.86
H2 5.57 0.70 -0.65
H3 5.71 -0.61 0.54
H4 4.99 2.98 1.29
H5 3.24 2.79 1.43
H6 4.03 2.67 -0.16
H7 5.07 1.18 3.11
H8 4.56 -0.46 2.72
H9 3.34 0.79 3.01
H10 4.77 -3.67 0.57
H11 4.91 -4.42 2.16
H12 5.08 -2.68 2.01
H13 2.43 -4.48 0.11
H14 1.21 -4.41 1.39
H15 2.61 -5.48 1.55
H16 3.29 -2.51 3.82
H17 3.02 -4.26 3.84
H18 1.67 -3.16 3.50
H19 4.33 0.21 -2.57
H20 2.72 -0.39 -3.03
H21 4.09 -0.59 -4.13
H22 6.21 -1.43 -2.19
H23 5.87 -2.40 -3.63
H24 5.85 -3.16 -2.03
H25 2.21 -2.84 -2.91
H26 3.51 -4.00 -2.56
H27 3.48 -3.15 -4.11
S4 -2.29 1.76 0.28
C15 -2.49 2.03 -1.42
N2 -2.35 3.19 -2.01
C16 -2.57 3.09 -3.46
C17 -3.17 1.68 -3.60
N3 -2.92 1.11 -2.27
H28 -1.91 3.98 -1.55
H29 -1.61 3.18 -3.99
H30 -3.24 3.87 -3.81
H31 -2.69 1.08 -4.37
H32 -4.25 1.71 -3.80
H33 -3.16 0.17 -1.98
C18 0.75 8.44 -0.50
C19 0.69 6.94 -0.62
C20 0.45 6.14 0.49
C21 0.41 4.75 0.40
C22 0.14 3.98 1.66
C23 0.63 4.14 -0.85
Te1 0.90 2.04 -1.15
C24 0.88 4.94 -1.99
C25 1.16 4.38 -3.36
C26 0.90 6.32 -1.84
H34 0.42 8.77 0.48
H35 0.13 8.92 -1.25
H36 1.77 8.79 -0.64
H37 0.29 6.60 1.45
H38 0.33 4.60 2.54
H39 0.77 3.09 1.73
H40 -0.90 3.68 1.69
H41 0.84 3.36 -3.50
H42 2.24 4.42 -3.58
H43 0.67 4.99 -4.12
H44 1.10 6.93 -2.72

***

5.
This record from the OMol25 dataset describes a 3-piece molecular cluster, C26H44N2O9 overall at a distorted geometry. The level of theory is ωB97M-V with the def2-TZVPD basis set.

- charge = 0
- Kohn-Sham gap (eV) = 8.0
- E (Ha) = -1803.57433

CARTESIAN COORDINATES (ANGSTROEM)
C1 7.56 1.37 -0.90
C2 6.68 2.55 -0.61
O1 6.51 2.98 0.50
O2 6.08 3.11 -1.70
C3 4.63 3.05 -1.64
C4 4.05 4.42 -1.33
C5 2.54 4.45 -1.59
C6 1.87 5.65 -0.90
C7 0.33 5.63 -1.10
C8 -0.42 5.46 0.24
C9 -1.90 5.91 0.12
C10 -2.86 5.00 0.93
C11 -3.90 4.24 0.13
C12 -5.13 4.05 0.60
C13 -6.09 3.26 -0.22
O3 -7.26 3.52 -0.33
C14 -5.44 2.13 -0.96
O4 -6.23 0.96 -1.10
C15 -6.23 0.27 0.00
N1 -6.12 -0.42 0.92
C16 -4.23 2.27 -1.46
C17 -3.47 1.25 -2.27
N2 -3.60 -0.11 -1.73
C18 -3.59 3.61 -1.20
O5 -2.90 4.12 -2.06
H1 7.06 0.66 -1.55
H2 7.82 0.88 0.03
H3 8.48 1.70 -1.39
H4 4.32 2.32 -0.89
H5 4.26 2.72 -2.61
H6 4.22 4.70 -0.29
H7 4.52 5.15 -1.98
H8 2.32 4.57 -2.66
H9 2.03 3.54 -1.24
H10 2.12 5.65 0.16
H11 2.24 6.57 -1.35
H12 0.08 4.76 -1.71
H13 0.01 6.55 -1.57
H14 -0.39 4.40 0.51
H15 0.06 6.05 1.02
H16 -1.95 6.91 0.56
H17 -2.18 5.97 -0.92
H18 -2.32 4.30 1.55
H19 -3.43 5.63 1.62
H20 -5.45 4.46 1.55
H21 -2.42 1.52 -2.28
H22 -3.82 1.30 -3.31
H23 -4.48 -0.52 -2.02
H24 -2.90 -0.67 -2.21
C19 0.47 -5.24 -0.88
O6 -0.93 -5.27 -0.64
C20 -1.46 -4.01 -0.26
C21 -2.09 -3.27 -1.42
O7 -1.14 -2.92 -2.43
C22 -1.10 -3.84 -3.51
H25 0.72 -6.13 -1.46
H26 0.77 -4.35 -1.43
H27 1.01 -5.28 0.07
H28 -0.69 -3.40 0.22
H29 -2.24 -4.20 0.48
H30 -2.50 -2.33 -1.04
H31 -2.90 -3.86 -1.85
H32 -1.93 -3.65 -4.20
H33 -1.16 -4.88 -3.16
H34 -0.16 -3.69 -4.03
C23 2.43 -7.93 4.65
O8 2.12 -6.72 5.31
C24 2.56 -5.57 4.61
C25 1.46 -4.93 3.79
O9 1.00 -5.78 2.75
C26 -0.18 -6.49 3.08
H35 1.78 -8.71 5.06
H36 2.25 -7.87 3.57
H37 3.47 -8.21 4.83
H38 3.42 -5.81 3.98
H39 2.89 -4.84 5.36
H40 1.87 -4.03 3.31
H41 0.63 -4.62 4.43
H42 -1.06 -5.85 2.95
H43 -0.15 -6.87 4.10
H44 -0.26 -7.33 2.39